The following is a quantum chemistry calculation of a molecular structure, C8H11FNS, from the OMol25 dataset.

Output
E_HOMO (eV): -12.248
E_LUMO (eV): -3.61
Total energy (eV): -23506.475
Max |F| (eV/Å): 5.00
Charge: +1
Gap between HOMO and LUMO (eV): 8.635
Relative energy (zero: lowest compared OMol25 entry of this formula, charge and spin) (kJ/mol): 139.3

Structure (XYZ):
```
22
Properties=species:S:1:pos:R:3:forces:R:3:lowdin_charge:R:1
C 0.711821 -0.095283 -0.014707 -4.5872 1.3232 0.7906 -0.37
C 1.509708 2.290619 -0.673049 1.4194 0.0008 -0.9266 -0.04
H -3.246342 -1.999468 0.029002 -1.4517 -0.4848 -0.8924 0.17
C 1.693061 0.841743 -0.200854 0.6688 -0.9634 -0.9124 -0.32
H 0.741986 2.597295 -0.019264 -0.9935 1.1349 0.5690 0.03
N -2.392850 -1.548365 -0.188317 2.2119 -0.0049 -2.9145 0.10
C 2.972355 0.173772 0.106616 0.3642 2.2429 -0.4640 -0.12
C -1.251810 0.167418 0.291299 4.8299 -0.6971 -1.1106 -0.37
C 2.822191 -1.077945 0.614522 -0.3231 0.2118 -0.2328 -0.38
H -1.191611 -1.832026 1.644802 -1.6426 2.4714 -1.3887 0.16
H 1.123039 2.447661 -1.767387 1.0298 -0.5481 2.0092 0.12
H 3.474399 -1.779519 1.065526 0.9923 -0.2510 -0.0701 0.06
H 2.451498 2.945898 -0.448012 -1.7498 -1.3463 -0.6474 0.12
H -1.711538 -2.175581 -0.658348 -0.8062 -0.0461 0.3973 0.19
H 3.915474 0.821225 -0.061050 -1.4248 -1.6682 0.5915 0.15
C -2.127900 -0.148468 -0.891127 -0.5653 -0.0993 -0.2739 0.05
H -1.637732 -0.209938 -1.865914 -0.3805 -0.3716 0.1623 0.14
H -2.792023 -0.748369 1.560809 1.1061 0.3391 0.4729 0.16
H -2.995816 0.520020 -0.904814 -0.1015 -0.5151 -0.0256 0.15
S 1.181260 -1.581086 0.616950 0.5764 -0.0784 0.2021 1.00
F -1.398967 1.396949 0.735469 -0.2150 0.8162 0.7938 0.10
C -1.850209 -1.006560 1.027854 1.0426 -1.4658 3.8702 -0.12
```
Forces are in eV/Å.

***

The following is a quantum chemistry calculation of 11 unconnected molecules or ions with the total composition C39H78O21, from the OMol25 dataset.

Output
E_HOMO (eV): -9.340
E_LUMO (eV): 0.44
Total energy (eV): -84702.981
Max |F| (eV/Å): 1.43
Gap between HOMO and LUMO (eV): 9.780
Relative energy (zero: lowest compared OMol25 entry of this formula, charge and spin) (kJ/mol): 10.8
SMILES: COC(=O)OC.COC(=O)OC.COC(=O)OC.COC(=O)OC.COC(=O)OC.C1CCOC1.C1CCOC1.C1CCOC1.C1CCOC1.C1CCOC1.C1CCOC1

Structure (XYZ):
```
138
Properties=species:S:1:pos:R:3:forces:R:3:lowdin_charge:R:1
H -1.042509 1.279115 -6.046151 0.0027 0.1801 0.1689 0.11
O -2.231323 -1.193487 -2.945607 0.2486 -0.0425 -0.1586 0.11
H -1.537411 -1.521993 5.279052 0.1374 0.1483 0.3825 0.10
O 0.801833 2.153096 -5.531388 -0.4080 0.2589 0.2793 -0.14
C -2.068550 3.780875 -3.716462 0.4280 -0.5091 0.5615 -0.15
H 1.695974 3.918747 -1.433975 -0.0176 0.1308 -0.0817 0.09
O -0.239738 4.688488 0.890848 0.0355 -0.4001 0.1697 0.11
H -0.236967 -5.515290 0.893154 -0.2206 -0.2193 -0.0548 0.09
C -2.623376 0.150511 6.233691 0.1977 0.0265 -0.3929 -0.18
H -3.021290 4.495874 -0.778865 -0.1173 0.1371 0.0302 0.09
O -3.324591 -1.819640 -4.817663 0.1709 -0.2605 0.0291 0.00
H -3.081886 1.396298 -0.001840 -0.2573 -0.1854 0.0509 0.10
C 2.081365 0.178349 -5.810699 0.6210 0.7093 0.7773 -0.15
H -1.820465 5.806490 -3.061724 0.7016 0.0516 0.1726 0.11
C -0.799229 -5.187160 4.142490 0.0196 0.0031 0.2994 -0.60
H 3.780215 2.242130 -2.287890 -0.0541 -0.1295 0.0056 0.08
H -1.201787 1.407276 4.419584 -0.1465 -0.0932 0.0904 0.11
H -1.216683 3.145463 -3.972880 0.2459 0.3863 0.0219 0.10
H -2.438629 1.248074 2.630855 -0.0857 0.5004 0.1801 0.08
O 4.156638 0.291537 -1.947134 -0.1289 -0.0959 0.2127 -0.02
H 6.265249 -2.870401 -1.762583 -0.0614 0.1351 -0.0028 0.10
H 0.219753 -0.061773 6.666599 0.0247 0.1178 0.1158 0.12
H 0.177833 -0.604079 -5.032231 0.2866 0.2479 0.2189 0.10
O 4.422942 0.008485 2.462917 0.4726 0.1062 -0.0483 0.02
C 2.029722 4.528834 -0.592911 -0.0872 -1.1772 0.7016 -0.04
O -0.663377 -3.890831 4.394700 -0.2437 0.0322 0.1454 0.01
C 3.462373 0.029752 3.374199 0.0587 0.1756 0.1030 -0.61
H -0.382659 -4.432678 -3.412767 -0.4372 -0.2293 -0.0419 0.10
C 0.755632 -0.529167 -1.461973 0.5779 0.0504 -0.7956 -0.20
C 0.219243 -3.126343 3.576753 0.6216 0.0529 -0.1650 -0.01
H -2.152921 -7.497675 4.166553 0.0991 0.1698 -0.1079 0.10
C 5.257223 -2.991226 -2.158776 0.5620 -0.4417 0.2150 -0.03
H -0.203045 1.324604 -2.100332 -0.1197 0.1527 0.2070 0.10
H -0.701629 -7.572875 5.193994 -0.0085 0.0473 -0.1138 0.10
C 5.073336 -0.673273 -2.012022 0.1815 -0.0737 0.1434 -0.64
H 1.908339 3.935891 0.317397 -0.0200 -0.0540 -0.1129 0.09
H -5.226353 1.222897 3.385502 -0.0002 0.1087 0.2047 0.11
C 4.140184 -0.694498 1.258902 -0.8081 -0.2860 -0.2673 -0.02
H -0.248334 -0.246091 1.586594 0.1257 -0.1013 0.0012 0.11
H 2.568543 0.330726 -6.774576 -0.1338 -0.0858 -0.0891 0.12
H -2.824457 2.886962 0.823513 -0.1159 0.0540 0.2856 0.10
H -2.613436 -0.693700 4.233962 0.1245 0.3499 -0.1284 0.11
C -3.459619 1.993976 0.831482 0.5209 0.1041 -0.4842 -0.18
H 3.557358 -5.201308 0.672854 0.0100 0.0488 0.0478 0.11
H 2.513235 0.041241 5.786278 0.0137 -0.0467 -0.0530 0.09
C -1.910738 -0.519320 5.053702 -0.4989 -0.4194 -0.2482 -0.17
C -0.384659 0.761280 6.264211 -0.0088 0.0006 -0.7654 -0.22
C -4.915986 2.386931 0.709183 0.0742 -0.7561 -0.1929 -0.20
H 2.857500 2.136846 -5.123532 -0.1954 0.2704 -0.2816 0.12
H -1.302334 -0.179266 0.145142 -0.0254 0.0833 0.1224 0.12
H -0.268597 2.127288 0.325034 -0.1309 -0.0695 -0.1511 0.10
H 1.750769 -0.843577 -1.798592 0.0503 0.1795 0.2837 0.11
H -2.089287 5.987822 1.200123 -0.1635 -0.0417 -0.2849 0.09
C -3.197672 4.778561 -1.823106 0.3883 -0.4703 0.0508 -0.18
H 2.020966 -3.140376 -0.203689 -0.0946 0.1121 -0.4178 0.10
C -4.559988 1.978993 2.962805 0.2931 0.0126 -0.3053 -0.18
C 0.586973 1.016479 -1.415021 0.4755 -0.6467 0.0731 -0.13
O -1.618935 0.878354 6.957954 0.0918 -0.3184 0.2001 -0.13
H -3.426427 0.263456 -4.964390 0.1450 -0.1267 -0.0576 0.07
C -0.853792 -3.515957 -3.076002 0.2770 0.2801 0.2292 -0.02
C 1.970472 -4.194039 -0.483148 0.5127 -0.1484 1.0296 -0.20
H 0.224105 1.411942 -7.312281 -0.4729 -0.1065 -0.0829 0.12
O 3.908907 0.753862 4.402071 0.1665 -0.1126 -0.0566 0.01
H -4.194134 2.649759 3.740518 -0.0507 -0.0665 0.0961 0.11
H -3.748044 5.715018 -1.881814 0.0630 0.0720 0.1657 0.12
O 1.248842 5.701536 -0.484522 0.1864 0.5441 -0.2884 0.01
C -3.144931 2.904408 -3.106866 0.0564 -0.5851 -0.3543 -0.22
H -3.143386 -0.573453 6.860688 0.0713 0.1466 0.2354 0.12
H 0.386546 -3.594444 2.610499 -0.2636 0.0458 -0.0971 0.08
H 1.563069 -6.919177 1.386015 0.0026 0.0114 -0.0138 0.11
H 2.161575 -4.677912 1.655906 0.1700 0.3478 -0.0567 0.10
H 5.035192 -0.693471 0.648846 0.1948 0.0870 0.1893 0.09
H -2.403816 4.290486 -4.616951 -0.1942 -0.1581 -0.0739 0.11
H -2.733728 2.162240 -2.401873 0.2248 0.2734 0.0860 0.11
H -5.055408 3.148188 -0.056331 -0.2894 0.3787 0.4220 0.11
C 0.323242 1.245149 0.075111 0.0531 0.6211 0.0536 -0.15
H -5.523549 1.517127 0.414734 0.0863 0.0122 -0.0807 0.13
H -4.539963 -0.459878 -3.807997 0.1306 -0.1158 0.0045 0.10
O -4.020739 3.790427 -2.447301 -0.1102 -0.0203 -0.0552 -0.14
O 0.551025 -1.033561 -0.154594 -0.2379 0.0838 0.3543 -0.14
H 2.253106 1.706235 5.185261 -0.1083 -0.1982 -0.0933 0.09
H -3.328201 0.897743 5.856618 -0.2030 -0.1671 0.0489 0.11
C 0.621728 -0.175054 -5.936736 -0.9016 -0.4123 -0.3932 -0.17
H 0.075756 -0.966565 -2.189541 -0.4692 0.0153 0.2397 0.07
O 2.386061 -0.501906 3.287329 -0.1707 -0.0512 0.0465 0.12
C -0.791786 0.468250 4.816475 0.1025 0.7991 -0.1535 -0.18
C -1.735499 6.935826 0.802163 -0.1863 0.1798 0.6727 -0.04
H -0.982312 4.639818 -1.966458 0.0608 -0.0381 0.0025 0.09
C 1.682588 -6.348579 0.464308 -0.1198 -0.2103 0.1272 -0.16
O -0.533669 6.765770 0.062415 0.3480 0.0712 -0.1219 0.00
H 4.790039 -3.829737 -1.650997 -0.1544 0.0209 -0.1073 0.08
H -1.563005 7.591027 1.661757 0.2156 -0.0159 -0.1504 0.10
H -3.648517 2.289661 -3.857805 -0.4612 0.3761 0.0705 0.11
H -4.827965 -0.673638 -5.535113 0.1199 -0.1023 -0.1093 0.10
C -0.272635 -0.069210 0.512703 0.0062 -0.3466 -0.3096 -0.18
H -2.451932 7.432233 0.155177 -0.0728 -0.2153 -0.1210 0.09
H -3.689710 0.226905 2.077548 -0.0745 0.0950 -0.3442 0.11
C 0.020465 1.191075 -6.257438 0.8151 0.0169 -0.4442 -0.18
H 3.321216 -0.213270 0.718956 0.0698 0.0145 0.0072 0.09
H 2.706911 -0.472179 -5.196564 -0.1822 -0.3428 -0.2288 0.11
H 5.305346 1.672316 -2.985323 -0.0482 -0.1058 -0.0307 0.10
H 0.157630 1.705936 6.309511 0.0080 -0.0325 0.3854 0.11
H -0.235682 -6.474480 -0.616870 -0.0231 0.1082 -0.1643 0.12
O -5.294093 2.773363 2.025540 0.0869 0.4173 -0.1956 -0.13
O 6.257432 -0.505624 -2.126184 0.0136 0.0277 -0.1302 0.13
O -0.299624 -5.816023 3.248632 0.2255 0.0269 -0.1895 0.12
H 1.294892 1.380808 0.561150 -0.0791 -0.0957 0.1679 0.11
H -0.195210 -2.128890 3.481457 -0.1622 -0.0523 -0.1202 0.07
H -1.133547 -3.567814 -2.030491 0.0653 -0.0818 0.0443 0.09
H 3.817421 -1.715853 1.467767 0.1347 0.0042 0.0439 0.10
O -1.587354 -5.703792 5.088514 -0.0581 0.3131 0.0485 0.01
C 4.651042 1.611252 -2.115761 0.1319 0.8577 -0.5385 -0.04
H 5.330686 -3.179916 -3.229405 -0.1301 0.0452 -0.0089 0.10
H 3.569163 1.397183 6.289299 0.1620 -0.1830 0.0003 0.10
H 2.578756 -4.414181 -1.367385 -0.1047 0.2005 -0.1531 0.11
C 1.962216 1.518096 -5.047144 0.3995 -1.0868 0.2513 -0.21
H 3.090062 4.743996 -0.683565 -0.1103 0.5667 -0.1949 0.09
C 0.127639 5.619492 0.230539 -0.1949 0.3767 -0.1942 -0.63
O 4.453434 -1.850207 -1.896589 -0.2824 0.3502 -0.1057 -0.01
H 0.018456 0.237219 4.123114 0.0771 -0.5584 0.2953 0.09
H -2.303576 -7.406640 5.919946 -0.0129 0.2202 0.0495 0.09
C -4.054332 -0.607812 -4.775322 -0.4792 0.5428 0.2157 -0.05
O -2.001477 -3.243121 -3.891641 0.3458 -0.0371 -0.4030 0.02
C -1.843554 4.820326 -2.599319 -1.2049 0.4279 -0.6394 -0.12
C 0.335690 -5.788360 0.005984 0.3980 0.1491 0.5194 -0.18
H -0.110064 -2.732846 -3.207550 -0.0566 0.1369 0.0712 0.08
H 0.359820 -0.884991 -6.726077 0.2876 0.0511 -0.0707 0.12
O 0.624664 -4.570490 -0.691455 -0.1641 -0.0979 -0.4555 -0.16
H 5.209156 2.032753 -1.278005 -0.0751 -0.5388 0.2872 0.10
H 1.523633 1.489285 -1.713430 -0.1165 0.1321 -0.1114 0.07
C 2.477339 -5.057958 0.683559 -0.3464 -0.4822 -0.3102 -0.15
C -2.469078 -2.007958 -3.802976 -0.6035 0.0240 0.0668 -0.62
H 2.136720 -7.014695 -0.273514 0.0037 0.1786 -0.1330 0.11
C -1.685329 -7.117367 5.073999 -0.0709 -0.6850 0.1119 -0.05
C -3.425313 1.286821 2.169771 -0.1401 -0.6604 0.2576 -0.17
C 2.998152 0.962246 5.474339 -0.2638 0.4303 0.1001 -0.04
H 1.190652 -3.025708 4.065207 -0.0846 -0.0990 0.1217 0.10
H 1.855846 1.245285 -3.986383 -0.1557 0.2654 0.0180 0.09
```
Forces are in eV/Å.

***

The following is a quantum chemistry calculation of a molecular structure, C11H12Cl2Yb, from the OMol25 dataset.

Output
E_HOMO (alpha / beta) (eV): -2.713 / -2.441
E_LUMO (alpha / beta) (eV): 1.56 / 0.92
Total energy (eV): -68173.663
Max |F| (eV/Å): 3.98
Charge: -1
Gap between HOMO and LUMO (alpha / beta) (eV): 4.274 / 3.364
Relative energy (zero: lowest compared OMol25 entry of this formula, charge and spin) (kJ/mol): 142.2
2S+1: 2

Structure (XYZ):
```
26
Properties=species:S:1:pos:R:3:forces:R:3:lowdin_charge:R:1
H -1.543789 -2.020570 1.322482 0.7744 0.4750 0.2555 0.10
C -0.609097 -0.968688 -2.458624 -1.0498 0.3088 0.5353 -0.24
H -2.495756 2.145080 0.066311 0.2787 -0.2100 0.4192 -0.02
H 0.623374 -2.724760 -0.119277 -0.0533 1.1627 0.9386 0.11
C -2.054174 1.795661 1.001938 0.7265 -2.4100 -0.1532 -0.65
H 1.950083 0.023104 3.070738 0.1976 -0.7053 0.3475 0.06
C -0.514566 -1.672645 1.535773 -0.1153 -0.1520 -0.3519 -0.15
C 1.745853 -1.374642 1.329472 -0.2152 -0.2709 -0.2932 -0.17
C 0.609476 -2.010602 0.745384 0.3256 -0.1115 0.4493 -0.13
H 1.926559 1.167395 -2.501602 0.2500 0.0558 -0.2559 0.04
Cl -1.358011 3.062593 1.927266 -0.2865 2.2277 1.5977 0.41
H -2.286392 0.468832 -2.115983 -0.4472 -0.0891 -0.2358 0.05
C -0.289765 1.294223 -2.542339 0.9848 -0.5389 0.6837 -0.22
C 0.756651 -0.749050 -2.576082 0.9624 1.1664 0.4298 -0.22
Cl 2.560433 2.490935 0.501362 -0.8027 -0.3471 0.9632 -0.36
C 1.340375 -0.718619 2.528447 -0.0950 -0.3318 -0.4759 -0.37
H -1.072856 -1.899193 -2.161081 -0.0640 -0.1819 -0.3256 0.05
H -0.753073 -0.306113 3.286187 -0.0473 -0.4459 0.4042 0.07
H 1.560836 -1.454679 -2.403809 -0.1320 -0.2207 -0.3168 0.06
Yb 0.550990 1.376832 1.801979 -0.4920 0.1529 -3.9418 1.19
C 0.981425 0.663854 -2.594623 -0.9845 -0.3974 -0.0435 -0.21
H -2.582604 1.045227 1.641200 0.1610 1.0450 -0.6846 -0.02
H 2.751570 -1.406540 0.894969 -0.4509 0.1032 0.3949 0.10
C -0.092767 -0.861659 2.620805 0.1531 -0.1806 -0.1344 -0.33
C -1.269550 0.287571 -2.408232 0.5738 -0.5176 -0.0010 -0.21
H -0.435226 2.346453 -2.392663 -0.1521 0.4131 -0.2055 0.05
```
Forces are in eV/Å.

***

Which of these has the lowest total energy? C39H78O21

***

Which formula does entry 2 have? C39H78O21